[1]
Molecular formula: C48H100N8O4
Method: DFT, ωB97M-V with the def2-TZVPD basis set

Results
Relative energy (zero: lowest compared OMol25 entry of this formula, charge and spin): 6.9 kcal per mole
Electronic energy: -2626.6348 Eh

The geometry in ORCA input format:
```
! wB97M-V def2-TZVPD RIJCOSX def2/J DEFGRID3
* xyz 4 1
C -3.2599 -3.8791 0.9956
C -3.5435 -3.4413 2.3993
N -4.1188 -2.0853 2.5506
C -5.4528 -1.7354 2.4614
C -5.4585 -0.3878 2.5408
N -4.1808 0.0665 2.6723
C -3.3643 -1.0078 2.7205
C -3.8021 1.4734 2.6383
H -4.1232 -3.9801 0.3366
H -2.8467 -4.8910 0.9809
H -2.5056 -3.2850 0.4734
H -2.7039 -3.5074 3.0885
H -4.3227 -4.0589 2.8546
H -6.2671 -2.4378 2.4624
H -6.3131 0.2611 2.6500
H -2.2836 -0.9538 2.6833
H -4.0719 1.9358 3.5867
H -4.3495 2.0385 1.8844
H -2.7534 1.4896 2.3491
C 1.4727 -1.1397 -6.6813
C 2.6741 -0.7449 -5.8256
N 2.5712 -1.2544 -4.4433
C 1.5479 -0.9523 -3.5959
C 1.8315 -1.5361 -2.3944
N 2.9353 -2.3233 -2.5797
C 3.3746 -2.1342 -3.8337
C 3.5304 -3.2773 -1.6540
H 0.5108 -1.0397 -6.1781
H 1.5617 -2.2163 -6.8511
H 1.4877 -0.6010 -7.6226
H 2.7965 0.3369 -5.7535
H 3.6219 -1.0957 -6.2310
H 0.7579 -0.2897 -3.9433
H 1.3467 -1.4798 -1.4370
H 4.1728 -2.6823 -4.3058
H 4.5620 -3.4383 -1.9517
H 2.9451 -4.1921 -1.6160
H 3.5391 -2.8273 -0.6613
C 6.2997 3.9080 -1.0467
C 4.8481 4.3291 -1.2824
C 4.1662 3.3829 -2.2700
N 2.6490 3.6063 -2.3395
C 2.0578 3.1586 -1.0141
C 2.0536 2.7652 -3.4370
C 0.6369 3.3498 -3.5941
C 0.7531 4.8235 -3.1813
C 2.1556 5.0582 -2.6647
H 6.4778 2.8290 -0.9914
H 6.7051 4.1618 -0.0596
H 7.1034 4.3111 -1.6651
H 4.7426 5.3795 -1.5269
H 4.3793 3.9704 -0.3614
H 4.2644 2.3147 -2.0994
H 4.5150 3.6103 -3.2815
H 1.0028 2.9191 -1.1079
H 2.3134 3.9443 -0.3139
H 2.5295 2.1938 -0.8233
H 2.0415 1.7253 -3.1185
H 2.6517 2.9386 -4.3291
H -0.1114 2.7427 -3.0885
H 0.3872 3.2328 -4.6483
H -0.0277 5.0687 -2.4590
H 0.4518 5.4080 -4.0498
H 2.2791 5.6739 -1.7831
H 2.8671 5.2275 -3.4732
C 4.9407 3.1753 2.2444
C 4.1963 2.7617 3.5199
C 2.7382 2.6484 3.0991
N 1.6736 2.8651 4.2035
C 1.6341 1.5544 4.9883
C 1.9405 4.0675 5.0603
C 0.5574 4.4884 5.5344
C -0.4664 3.7549 4.6410
C 0.3739 3.2240 3.4830
H 4.4760 4.0248 1.7421
H 4.7565 2.3706 1.5158
H 6.0186 3.3063 2.2641
H 4.3686 3.6070 4.1884
H 4.5799 1.8329 3.9363
H 2.3813 1.7917 2.5337
H 2.5688 3.5424 2.4953
H 1.1281 0.9147 4.2677
H 1.0420 1.8065 5.8655
H 2.6669 1.3478 5.2423
H 2.5360 3.7738 5.9222
H 2.4243 4.7962 4.4165
H 0.2870 4.4858 6.5877
H 0.3772 5.5380 5.2800
H -0.8250 2.8478 5.1334
H -1.2856 4.4050 4.3534
H -0.0019 2.2908 3.0649
H 0.5708 3.9527 2.7003
C -4.5364 -0.6496 -0.8911
C -4.9487 -1.0708 -2.3066
C -6.4861 -1.1733 -2.3336
N -7.1161 -1.4946 -3.6592
C -6.6591 -0.5021 -4.6979
C -8.6502 -1.4228 -3.5945
C -9.1291 -2.1204 -4.8537
C -8.0973 -3.2602 -5.0146
C -6.9367 -2.9621 -4.1038
H -4.5322 -1.5301 -0.2378
H -5.3118 -0.0579 -0.4037
H -3.5410 -0.2172 -0.9329
H -4.4559 -1.8723 -2.8549
H -4.7655 -0.2253 -2.9766
H -6.9280 -0.1925 -2.1457
H -6.8929 -1.9055 -1.6329
H -7.0735 -0.7107 -5.6758
H -5.5706 -0.5949 -4.7333
H -6.8017 0.5174 -4.3456
H -8.9966 -0.4090 -3.4172
H -8.8904 -2.0831 -2.7580
H -9.0818 -1.4905 -5.7388
H -10.1364 -2.5254 -4.8006
H -7.8679 -3.3043 -6.0827
H -8.4102 -4.2939 -4.8574
H -5.9663 -2.9576 -4.5925
H -7.1391 -3.5067 -3.1846
C 0.5873 -4.6672 2.1546
C 1.2947 -3.6959 3.0971
C 2.8094 -3.7811 2.8671
N 3.6062 -2.8821 3.7737
C 3.2583 -1.4507 3.4943
C 5.0850 -3.1236 3.4411
C 5.8321 -2.6577 4.6755
C 4.9639 -3.2115 5.8176
C 3.5429 -3.1647 5.2986
H 0.7974 -4.3352 1.1309
H -0.4904 -4.5770 2.2712
H 0.9058 -5.7074 2.1685
H 1.0161 -3.8489 4.1414
H 0.9850 -2.6686 2.8881
H 3.1226 -3.5481 1.8521
H 3.1347 -4.7982 3.0906
H 2.2008 -1.2777 3.6731
H 3.4182 -1.2547 2.4324
H 3.8979 -0.7625 4.0399
H 5.4699 -2.5569 2.5936
H 5.2081 -4.1929 3.2838
H 5.7464 -1.5726 4.7553
H 6.8685 -2.9787 4.6393
H 5.1569 -2.6063 6.6996
H 5.2441 -4.2429 6.0316
H 2.9758 -2.3373 5.7173
H 2.9760 -4.0891 5.3680
C -0.3740 0.0022 0.1689
C 0.7125 0.0923 1.2236
O 1.8893 0.2611 0.8113
O 0.3517 0.0887 2.4319
H -0.2774 -0.9556 -0.3542
H -0.3556 0.8144 -0.5506
H -1.3648 -0.1323 0.6122
C -1.7392 0.2311 -3.0949
C -1.8353 0.3227 -4.6055
O -2.9293 0.0092 -5.1023
O -0.8164 0.7791 -5.2206
H -2.1926 1.0372 -2.5003
H -0.7518 0.1290 -2.6388
H -2.3782 -0.6083 -2.7939
*
```

---

[2]
Molecular formula: C48H103NO2
Method: DFT, ωB97M-V with the def2-TZVPD basis set

Results
Structure (SMILES): O=[N+]([O-])c1ccccc1.CCCCCC.CCCCCC.CCCCCC.CCCCCC.CCCCCC.CCCCCC.CCCCCC
Electronic energy: -2095.6950 Eh

The geometry in ORCA input format:
```
! wB97M-V def2-TZVPD RIJCOSX def2/J DEFGRID3
* xyz 0 1
O -8.8339 1.4814 8.1291
N -7.7482 1.2298 8.5888
O -7.5745 0.5749 9.6024
C -6.5236 1.6654 7.8961
C -6.6549 2.4378 6.7535
C -5.5381 2.6550 5.9374
C -4.3364 2.0671 6.2894
C -4.2015 1.3023 7.4427
C -5.3089 1.0806 8.2371
H -7.6179 2.8528 6.4902
H -5.7004 3.2249 5.0347
H -3.4312 2.2383 5.7187
H -3.2722 0.7826 7.6302
H -5.2505 0.6017 9.2051
C 2.3989 9.9536 -5.1212
C 2.8333 8.6504 -4.4317
C 1.9574 7.3975 -4.5306
C 2.7182 6.0692 -4.5548
C 1.8353 4.8431 -4.3353
C 2.6857 3.6038 -4.0668
H 2.0761 9.7806 -6.1438
H 3.2561 10.6274 -5.0821
H 1.6478 10.4856 -4.5308
H 3.7346 8.4002 -5.0119
H 3.1929 8.7851 -3.4108
H 1.3342 7.4923 -5.4231
H 1.3374 7.3325 -3.6328
H 3.2891 5.8565 -5.4689
H 3.5568 6.0927 -3.8481
H 1.2186 4.9148 -3.4324
H 1.1668 4.6397 -5.1726
H 3.2836 3.3439 -4.9509
H 3.4469 3.7587 -3.2990
H 2.1104 2.7060 -3.8377
C 2.0628 -4.5363 0.1745
C 0.6027 -4.3989 -0.2641
C -0.4580 -4.8153 0.7722
C -0.3499 -6.2962 1.1945
C -0.7774 -6.5634 2.6346
C -0.9451 -8.0860 2.8971
H 2.7289 -3.9360 -0.4452
H 2.3765 -5.5804 0.0817
H 2.2648 -4.2953 1.2192
H 0.4958 -3.3594 -0.5885
H 0.2640 -4.9649 -1.1365
H -1.3536 -4.7107 0.1482
H -0.6307 -4.1442 1.6166
H -1.1318 -6.7917 0.6089
H 0.5735 -6.7811 0.8714
H -0.1354 -6.2915 3.4725
H -1.7665 -6.0997 2.6487
H -1.6505 -8.2020 3.7204
H -1.3558 -8.5929 2.0225
H 0.0229 -8.5174 3.1463
C 1.0559 1.4533 -7.2990
C 1.9741 0.2468 -7.2501
C 1.4897 -0.8746 -6.2928
C 2.1656 -2.2263 -6.5693
C 2.8450 -2.9492 -5.3760
C 4.3700 -3.1158 -5.5962
H 0.0148 1.2242 -7.5313
H 1.2443 2.2972 -7.9738
H 1.1233 2.0222 -6.3630
H 1.9083 -0.3163 -8.1879
H 3.0115 0.5090 -7.0562
H 0.4048 -0.9922 -6.2721
H 1.6948 -0.5160 -5.2752
H 1.4175 -2.9787 -6.8331
H 2.8539 -2.2005 -7.4154
H 2.8631 -2.3293 -4.4771
H 2.3699 -3.9102 -5.2041
H 4.9336 -3.3457 -4.6868
H 4.6988 -3.7761 -6.3980
H 4.7984 -2.1267 -5.8043
C -1.4805 0.1893 3.8573
C -1.6014 -0.1407 2.3444
C -0.3052 0.1270 1.6168
C -0.2030 -0.3588 0.1605
C 0.5308 0.6178 -0.7835
C 0.2239 0.3179 -2.2705
H -0.4429 0.2185 4.1890
H -2.1227 -0.4498 4.4656
H -1.8790 1.1791 4.1128
H -1.8217 -1.2086 2.3542
H -2.4191 0.4545 1.9372
H 0.4757 -0.4452 2.1428
H 0.1290 1.1218 1.7652
H 0.4099 -1.2537 0.0746
H -1.2049 -0.5111 -0.2489
H 0.4727 1.6910 -0.6091
H 1.5843 0.3242 -0.7337
H 0.8951 -0.4757 -2.6197
H -0.7688 -0.0721 -2.4863
H 0.5260 1.1818 -2.8637
C 1.1486 4.0547 3.7223
C 0.9772 4.5772 2.2740
C 1.9638 3.8982 1.2854
C 3.4438 3.9720 1.7009
C 4.3924 3.3686 0.6738
C 4.5918 1.8647 0.8074
H 2.0190 4.4917 4.2181
H 1.1642 2.9756 3.8404
H 0.3202 4.5454 4.2449
H -0.0171 4.2178 2.0063
H 1.1142 5.6551 2.2232
H 1.7785 4.4274 0.3445
H 1.5731 2.8873 1.1408
H 3.5800 5.0313 1.9394
H 3.6206 3.4720 2.6592
H 4.0093 3.6534 -0.3118
H 5.3306 3.9305 0.7384
H 3.6213 1.3943 0.6271
H 5.3232 1.5054 0.0860
H 4.8962 1.5449 1.8047
C 0.0816 0.2175 7.2111
C 0.9695 -0.8571 7.8292
C 0.9197 -2.1968 7.1030
C -0.4236 -2.9183 7.1667
C -0.3735 -4.3491 6.6205
C -1.6076 -4.7053 5.7650
H -0.4523 -0.1212 6.3156
H 0.5485 1.1805 7.0167
H -0.7941 0.3957 7.8478
H 1.9833 -0.4946 8.0026
H 0.5876 -0.9946 8.8461
H 1.6971 -2.8405 7.5299
H 1.1749 -2.1768 6.0366
H -0.7757 -2.9162 8.2044
H -1.1837 -2.3588 6.6114
H 0.5467 -4.4943 6.0457
H -0.3483 -5.1109 7.4032
H -1.7428 -5.7811 5.7472
H -2.4341 -4.2018 6.2787
H -1.5775 -4.1722 4.8137
C -2.8757 -4.9856 -4.0105
C -3.6205 -3.8563 -4.7108
C -2.7565 -2.6182 -4.9438
C -3.5294 -1.5052 -5.6496
C -2.7160 -0.3627 -6.1833
C -2.0133 0.4454 -5.0728
H -2.5396 -4.6485 -3.0197
H -2.0132 -5.2362 -4.6277
H -3.5147 -5.8137 -3.7032
H -4.0155 -4.2786 -5.6421
H -4.4924 -3.5847 -4.1049
H -1.8509 -2.9712 -5.4437
H -2.5332 -2.3088 -3.9177
H -4.1903 -1.8760 -6.4443
H -4.3014 -1.0952 -4.9846
H -1.8743 -0.6663 -6.8122
H -3.4186 0.2849 -6.7153
H -2.6789 0.7951 -4.2782
H -1.2580 -0.2284 -4.6728
H -1.6153 1.3713 -5.4902
*
```

---

| no. | HOMO-LUMO gap (hartree) |
| --- | --- |
| 1 | 0.2649 |
| 2 | 0.3586 |